# 1
A 2-piece molecular cluster, C19H33N6O7 overall in a non-equilibrium geometry. Source: OMol25; level of theory: wB97M-V/def2-TZVPD.

Positions of all 65 atoms, in Å:
O (1.2507, -2.7410, -5.0840)
O (-2.3629, 1.9796, 0.7819)
O (-4.2585, 6.5276, 2.3429)
O (-1.9303, -1.4807, 4.5454)
O (3.3798, -4.3691, -1.5639)
O (-5.7873, 5.8330, 0.8225)
O (-3.5816, -1.1405, 3.0451)
C (2.0443, -1.8206, -4.9597)
C (-2.7660, 2.2978, 1.9008)
C (-4.6039, 5.7435, 1.4717)
C (-2.3819, -0.8550, 3.6020)
C (3.0633, -3.8348, -2.6201)
C (-0.5288, -0.3885, -1.7317)
C (0.7521, -0.8501, -1.5867)
C (0.6332, 1.1380, -0.6223)
N (-0.5880, 0.8506, -1.1144)
N (3.1040, -4.4806, -3.7893)
N (-2.2077, 5.0661, 1.0228)
N (-2.3818, 1.5603, 3.0059)
N (2.6992, -1.5724, -3.8213)
N (1.4661, 0.1103, -0.8916)
C (2.3350, -0.9065, -6.1264)
C (3.5482, -5.8642, -3.9607)
C (0.8494, -1.5819, 2.8979)
C (2.2665, 0.2805, 3.7714)
C (-3.6988, 3.4831, 2.1382)
C (-3.6168, 4.6016, 1.0891)
C (-1.5817, 0.3223, 2.9819)
C (-0.2219, 0.6288, 3.6688)
C (0.9875, -0.0571, 2.9951)
C (1.2266, -2.2452, -1.9229)
C (2.6271, -2.3541, -2.5631)
H (-6.2360, 6.6072, 1.2001)
H (-3.9356, -1.8808, 3.5650)
H (-1.3602, -0.9397, -2.1607)
H (0.8655, 2.0113, -0.0169)
H (-1.4441, 1.3644, -0.8656)
H (2.7003, -4.0101, -4.5891)
H (-2.0841, 5.7174, 0.2453)
H (-1.9591, 5.5337, 1.8995)
H (-2.7987, 1.8321, 3.8937)
H (3.3527, -0.8047, -3.8514)
H (2.4192, 0.0083, -0.5628)
H (2.1418, 0.1271, -5.8454)
H (1.6870, -1.1796, -6.9597)
H (3.3743, -1.0228, -6.4299)
H (4.4665, -6.0360, -3.3945)
H (2.7801, -6.5487, -3.5945)
H (3.7383, -6.0702, -5.0155)
H (0.6967, -2.0183, 3.8906)
H (1.7550, -2.0196, 2.4665)
H (0.0064, -1.8622, 2.2607)
H (3.1408, -0.1553, 3.2777)
H (2.2144, -0.1124, 4.7925)
H (2.4087, 1.3645, 3.8238)
H (-4.7227, 3.1022, 2.1739)
H (-3.4707, 3.9102, 3.1188)
H (-3.9188, 4.2042, 0.1132)
H (-1.3908, 0.0329, 1.9449)
H (-0.0427, 1.7087, 3.6287)
H (-0.2621, 0.3622, 4.7307)
H (1.0867, 0.3405, 1.9832)
H (1.2230, -2.8233, -0.9955)
H (0.4972, -2.7165, -2.5855)
H (3.3362, -1.9072, -1.8674)

Values from the calculation:
- Relative energy (zero: lowest compared OMol25 entry of this formula, charge and spin): 0.0 kJ/mol
- Charge: +1
- Orbital gap: 9.16 eV
- E_LUMO: -2.6930 eV
- HOMO level: -11.9 eV

Results of the Mulliken charge analysis, in e, for atoms 1 through 6: atom 1 (O): -0.650, atom 2 (O): -0.806, atom 3 (O): -0.554, atom 4 (O): -0.548, atom 5 (O): -0.670, atom 6 (O): -0.440

=====

# 2
One molecule with the formula C2H6N2OS in a non-equilibrium geometry. Source: OMol25; level of theory: wB97M-V/def2-TZVPD.

Positions of all 12 atoms, in Å:
C (-0.5095, 2.2016, 0.7011)
C (1.2096, -0.8554, -0.2117)
H (-1.7019, 2.1196, 0.4139)
H (0.1258, 2.7681, -0.0836)
H (-0.3090, 2.3657, 1.8461)
H (2.2689, -1.0108, 0.2346)
H (0.7695, -2.9616, -0.3650)
H (-1.9148, -1.7164, -0.7354)
N (0.9459, 0.2845, 0.2137)
N (0.4558, -1.8787, -0.7148)
O (-0.3841, 0.7118, 0.2114)
S (-0.9561, -2.0282, -1.5102)

Values from the calculation:
- SMILES: CO/N=C\NS
- Relative energy (zero: lowest compared OMol25 entry of this formula, charge and spin): 533.5 kJ/mol
- Charge: 0
- Orbital gap: 9.16 eV
- E_LUMO: 0.6443 eV
- HOMO level: -8.5 eV

Results of the Mulliken charge analysis, in e, for atoms 1 through 6: atom 1 (C): -0.396, atom 2 (C): 0.122, atom 3 (H): 0.178, atom 4 (H): 0.233, atom 5 (H): 0.216, atom 6 (H): 0.244

=====

# 3
A 7-piece molecular cluster, C27H41F2NO19 overall in a non-equilibrium geometry. Source: OMol25; level of theory: wB97M-V/def2-TZVPD.

Positions of all 90 atoms, in Å:
C (6.6887, -0.8726, -2.5391)
C (5.5561, -0.7960, -1.5601)
C (6.2198, -0.8937, -0.1370)
C (5.2330, -0.4459, 0.9647)
C (4.6305, 1.0013, 0.6855)
C (3.8729, 1.1174, -0.6791)
N (4.8303, 0.5553, -1.6165)
O (4.3043, 0.7650, -2.8989)
C (2.4922, 0.4125, -0.6248)
C (3.5335, 2.5855, -0.9080)
C (4.6285, -2.0403, -1.6368)
H (7.1525, -1.8587, -2.5164)
H (7.3867, -0.0397, -2.4535)
H (6.1779, -0.9163, -3.5010)
H (6.6538, -1.8658, 0.0970)
H (6.9361, -0.0812, -0.2588)
H (5.5788, -0.6601, 1.9759)
H (4.4864, -1.2401, 0.9634)
H (5.4577, 1.7075, 0.7570)
H (3.9026, 1.1799, 1.4769)
H (2.2330, -0.0413, -1.5814)
H (2.6241, -0.3469, 0.1459)
H (1.6563, 1.0930, -0.4630)
H (4.5090, 3.0656, -0.8302)
H (3.0377, 2.6956, -1.8725)
H (2.8724, 2.8266, -0.0756)
H (5.1526, -2.9917, -1.5459)
H (4.3471, -2.1430, -2.6848)
H (3.7524, -1.9244, -0.9987)
H (3.4753, 0.2852, -2.8347)
C (-0.6237, -3.0799, -1.8229)
C (0.7967, -2.9046, -2.1172)
O (1.3891, -2.5771, -0.8448)
C (0.5708, -2.8027, 0.1009)
O (0.9136, -2.7065, 1.2685)
O (-0.6200, -3.2126, -0.3859)
H (-1.1690, -3.8161, -2.4135)
H (-1.1310, -2.1500, -2.0796)
H (0.8675, -2.0216, -2.7523)
H (1.1422, -3.7377, -2.7293)
C (2.6630, 2.2921, 5.0668)
C (2.2662, 3.2112, 3.8558)
O (3.4749, 3.5597, 3.1486)
C (4.5413, 2.8906, 3.7307)
O (5.6124, 2.6241, 3.2241)
O (4.1061, 2.1724, 4.8137)
H (2.0950, 1.3938, 4.8251)
H (2.3219, 2.8895, 5.9124)
H (1.9268, 4.1630, 4.2645)
H (1.5504, 2.7267, 3.1918)
C (-4.2187, -5.2668, -0.4925)
C (-3.2331, -4.4168, 0.2933)
O (-3.3559, -3.0467, -0.2111)
C (-4.6007, -2.9808, -0.5163)
O (-5.3284, -2.0656, -0.2805)
O (-5.1331, -4.2958, -0.9318)
H (-4.7025, -5.8153, 0.3158)
H (-3.8544, -5.8824, -1.3149)
H (-2.2040, -4.7238, 0.1069)
H (-3.3045, -4.6511, 1.3554)
C (-3.0392, 1.4607, -3.3644)
C (-4.2304, 0.7523, -3.8249)
O (-5.2294, 1.5014, -3.1898)
C (-4.6886, 2.3494, -2.1683)
O (-5.2972, 3.0814, -1.3914)
O (-3.4100, 2.3311, -2.2565)
H (-2.8027, 2.1776, -4.1507)
H (-2.3133, 0.7024, -3.0710)
H (-4.4959, -0.2379, -3.4548)
H (-4.4688, 0.6612, -4.8845)
C (-7.1956, 2.6439, 1.1869)
C (-6.9069, 3.5883, 2.3438)
O (-6.8480, 2.6068, 3.3784)
C (-6.6296, 1.4171, 2.9988)
O (-6.2958, 0.4457, 3.7243)
O (-6.6432, 1.4633, 1.6577)
F (-7.9501, 4.3515, 2.4808)
H (-6.5968, 2.9398, 0.3255)
H (-8.2037, 2.5174, 0.7921)
H (-5.9559, 4.1060, 2.2185)
C (-3.2806, 0.2283, 1.2524)
C (-2.0856, -0.4643, 0.5846)
O (-0.9594, 0.4374, 0.7996)
C (-1.3525, 1.3807, 1.7529)
O (-0.6454, 2.2666, 2.2053)
O (-2.6810, 1.2460, 1.9927)
F (-2.1359, -0.6283, -0.7481)
H (-3.9094, -0.5010, 1.7631)
H (-4.0043, 0.7199, 0.6022)
H (-1.8865, -1.4464, 1.0134)

Values from the calculation:
- 2S+1: 2
- Charge: +1
- Orbital gap (spin up / spin down): 9.33 / 5.11 eV
- E_LUMO (spin up / spin down): -2.7839 / -7.0029 eV
- HOMO level (spin up / spin down): -12.1 / -12.1 eV

Results of the Mulliken charge analysis, in e, for atoms 1 through 6: atom 1 (C): -1.724, atom 2 (C): 1.422, atom 3 (C): -1.192, atom 4 (C): -0.635, atom 5 (C): -1.320, atom 6 (C): 1.526

=====

# 4
C9H37O9 as an isolated structure in a non-equilibrium geometry. Source: OMol25; level of theory: wB97M-V/def2-TZVPD.

Positions of all 55 atoms, in Å:
O (-2.3878, 1.1693, 24.1570)
H (-2.1163, 1.2182, 23.2375)
H (-1.7059, 0.9863, 24.8075)
H (-3.1033, 0.5509, 24.3219)
O (-1.5003, -0.2946, 22.9362)
H (-0.6669, -0.6655, 23.2262)
H (-1.9104, -0.9943, 22.4278)
O (-4.4747, 2.2519, 23.5404)
H (-4.7982, 1.8306, 24.3367)
H (-5.2353, 2.2847, 22.9603)
O (-2.2647, 2.1559, 22.4019)
H (-1.9306, 2.8675, 21.8557)
H (-3.1223, 2.4623, 22.6968)
O (-1.2363, 0.2203, 25.4198)
H (-0.5044, 0.3568, 26.0214)
H (-1.2722, -0.7283, 25.2968)
O (-3.9402, -0.1189, 24.1844)
H (-4.0822, -1.0497, 24.0118)
H (-4.7857, 0.1980, 24.5021)
C (0.5329, 3.4279, 21.5625)
C (0.4487, 3.3452, 23.1529)
C (0.6357, 1.9474, 23.7460)
O (1.4217, 4.1630, 23.7402)
H (1.3592, 2.9708, 21.0181)
H (0.4613, 4.4860, 21.3107)
H (-0.2871, 2.8552, 21.1294)
H (-0.5705, 3.5796, 23.4601)
H (-0.1596, 1.3484, 23.3023)
H (0.4107, 1.9360, 24.8125)
H (1.5766, 1.5377, 23.3788)
H (1.1968, 4.2649, 24.6679)
C (-0.6882, 1.6076, 20.5637)
C (-1.1273, 0.2777, 20.0275)
C (-0.0906, -0.7813, 20.1949)
O (-2.3442, 0.0694, 20.6234)
H (-0.5108, 1.5683, 21.6385)
H (-1.4394, 2.3774, 20.3874)
H (0.1912, 1.9253, 20.0035)
H (-1.3809, 0.4332, 18.9789)
H (-0.4342, -1.6224, 19.5928)
H (-0.0439, -1.1555, 21.2176)
H (0.9433, -0.5775, 19.9163)
H (-2.3712, 0.4511, 21.5038)
C (-2.4597, 2.0931, 26.7285)
C (-2.0170, 3.1767, 25.7906)
C (-2.9169, 4.4201, 25.5642)
O (-0.8250, 3.4900, 26.4694)
H (-1.7148, 1.3150, 26.8950)
H (-3.3693, 1.7150, 26.2618)
H (-2.8356, 2.5402, 27.6488)
H (-1.7078, 2.7183, 24.8513)
H (-3.9432, 4.0561, 25.6123)
H (-2.8181, 4.7353, 24.5255)
H (-2.7647, 5.2891, 26.2043)
H (-1.0164, 3.9652, 27.2814)

Values from the calculation:
- Relative energy (zero: lowest compared OMol25 entry of this formula, charge and spin): 1258.6 kJ/mol
- Charge: +1
- Orbital gap: 8.62 eV
- E_LUMO: -3.5464 eV
- HOMO level: -12.2 eV

Results of the Mulliken charge analysis, in e, for atoms 1 through 6: atom 1 (O): -0.006, atom 2 (H): -0.185, atom 3 (H): -0.599, atom 4 (H): 0.486, atom 5 (O): -0.673, atom 6 (H): 0.206

=====

# 5
C21H25N6O8P2PtS2 as an isolated structure. Source: OMol25; level of theory: wB97M-V/def2-TZVPD.

Positions of all 65 atoms, in Å:
Pt (0.9102, 1.0010, -1.8843)
O (4.2727, 3.1021, 0.0192)
P (2.9376, 2.2529, -0.0075)
O (3.0494, 1.0464, 0.8257)
O (2.5731, 2.1047, -1.5028)
O (1.8893, 3.3109, 0.6173)
P (0.3517, 3.1555, 1.0782)
O (0.3156, 4.1861, 2.3045)
O (0.1343, 1.7689, 1.6404)
O (-0.5689, 3.6139, -0.0031)
H (4.3090, 3.8152, -0.6310)
H (-0.0050, 5.0576, 2.0448)
S (-0.3034, 2.7861, -2.3282)
C (-1.8810, 1.9518, -2.1523)
N (-2.9353, 2.7714, -2.1513)
N (-4.1185, 2.2484, -1.8232)
C (-4.4454, 1.5694, -0.6600)
C (-3.5409, 1.4767, 0.4014)
C (-3.9040, 0.7537, 1.5196)
C (-5.1518, 0.1414, 1.5924)
C (-6.0572, 0.2603, 0.5391)
C (-5.7142, 0.9781, -0.5871)
N (-1.9578, 0.6415, -2.1655)
N (-0.7833, 0.0013, -2.2324)
C (-0.9160, -1.3836, -2.4240)
C (0.0604, -2.0671, -3.1517)
C (-0.0548, -3.4323, -3.3409)
C (-1.1330, -4.1240, -2.8013)
C (-2.1130, -3.4388, -2.0926)
C (-2.0205, -2.0703, -1.9105)
H (-4.8813, 2.5550, -2.4137)
H (-2.5987, 1.9996, 0.3684)
H (-3.2069, 0.6879, 2.3457)
H (-5.4287, -0.4166, 2.4774)
H (-7.0313, -0.2058, 0.6027)
H (-6.4037, 1.0687, -1.4195)
H (0.8763, -1.5163, -3.5983)
H (0.6898, -3.9567, -3.9260)
H (-1.2190, -5.1931, -2.9465)
H (-2.9598, -3.9757, -1.6832)
H (-2.7774, -1.5246, -1.3643)
N (3.6282, -4.9280, 0.8291)
C (4.2977, -3.8812, 0.2862)
O (5.5030, -3.8219, 0.1905)
C (3.4403, -2.7441, -0.2166)
C (2.2082, -2.4188, 0.3310)
C (1.5087, -1.3504, -0.1878)
N (1.9797, -0.6346, -1.2133)
C (3.1884, -0.9158, -1.7196)
C (3.9450, -1.9647, -1.2458)
H (4.1632, -5.7203, 1.1432)
H (2.6319, -5.0177, 0.7515)
H (1.7975, -2.9598, 1.1727)
H (0.5572, -1.0362, 0.2191)
H (3.5391, -0.2668, -2.5090)
H (4.9251, -2.1730, -1.6529)
C (2.8217, 2.3135, 3.6382)
S (1.6636, 1.0002, 3.2932)
C (0.3910, 1.4062, 4.4752)
H (2.3604, 3.2791, 3.4314)
H (3.6844, 2.1488, 2.9999)
H (3.0975, 2.2508, 4.6921)
H (0.7845, 1.2807, 5.4854)
H (-0.4370, 0.7197, 4.3118)
H (0.0620, 2.4329, 4.3189)

Values from the calculation:
- 2S+1: 5
- Relative energy (zero: lowest compared OMol25 entry of this formula, charge and spin): 0.0 kJ/mol
- Charge: +1
- Orbital gap (spin up / spin down): 7.70 / 5.93 eV
- E_LUMO (spin up / spin down): -2.5651 / -5.6068 eV
- HOMO level (spin up / spin down): -10.3 / -11.5 eV

Results of the Mulliken charge analysis, in e, for atoms 1 through 6: atom 1 (Pt): 0.734, atom 2 (O): -0.602, atom 3 (P): 1.175, atom 4 (O): -0.650, atom 5 (O): -0.757, atom 6 (O): -0.111

=====

# 6
A 2-piece molecular cluster, C5H11NO overall in a non-equilibrium geometry. Source: OMol25; level of theory: wB97M-V/def2-TZVPD.

Positions of all 18 atoms, in Å:
O (0.9088, 1.1166, 0.9983)
C (1.9580, 0.4980, 0.6945)
N (2.0435, -0.4557, -0.1918)
C (-0.9112, -1.4073, -0.5317)
C (-1.3880, -0.5186, 0.9375)
C (-1.6745, -0.2446, -0.6133)
C (-0.9918, 0.9307, -1.3054)
H (2.8773, 0.8170, 1.2601)
H (3.0152, -0.7074, -0.2659)
H (0.2151, -1.3669, -0.5485)
H (-1.3803, -2.3677, -0.5420)
H (-1.8688, 0.3214, 1.4405)
H (-0.4057, -0.4646, 1.4106)
H (-2.0322, -1.3004, 1.3402)
H (-2.7305, -0.3096, -0.7687)
H (-0.9722, 0.6467, -2.3535)
H (-0.0010, 1.0645, -0.8811)
H (-1.6374, 1.8173, -1.2601)

Values from the calculation:
- Relative energy (zero: lowest compared OMol25 entry of this formula, charge and spin): 473.8 kJ/mol
- Charge: 0
- Orbital gap: 7.04 eV
- E_LUMO: -0.5732 eV
- HOMO level: -7.6 eV

Results of the Mulliken charge analysis, in e, for atoms 1 through 6: atom 1 (O): -0.721, atom 2 (C): -0.131, atom 3 (N): -0.633, atom 4 (C): -0.394, atom 5 (C): -1.169, atom 6 (C): 0.455

=====

The evaluated molar mass for the records listed, in turn: 457.508 106.150 721.609 289.386 810.625 101.149 g mol⁻¹.